DFT (ωB97M-V/def2-TZVPD) results for C12H16LaN4O7S4Sb as an isolated structure.

Structure (XYZ):
```
45
Properties=species:S:1:pos:R:3:forces:R:3:lowdin_charge:R:1
La 12.95637 7.90512 7.14466 0.55 0.40 -0.44 1.615
C 13.12371 5.28769 10.99103 0.17 0.75 0.60 -0.021
C 13.16578 6.77464 10.53436 1.83 -1.41 0.54 -0.562
C 12.77441 7.72478 11.62499 1.13 1.30 0.45 -0.025
O 12.25228 6.85682 9.47737 -1.15 -1.14 -1.65 -0.203
C 14.65552 7.09345 9.99817 -0.47 -0.92 -0.92 -0.601
O 15.63451 6.78293 10.65837 -0.16 0.15 0.89 0.021
O 14.71782 7.52266 8.78854 -0.65 0.22 0.33 -0.248
H 12.08698 4.96079 11.31550 1.13 0.49 -0.49 0.104
H 13.84090 5.16995 11.82642 -0.36 -0.21 -0.51 0.088
H 13.47188 4.75107 10.10523 -0.10 -0.57 0.31 0.085
H 11.87648 7.34449 12.07270 -0.67 0.18 0.36 0.069
H 12.62717 8.71776 11.15525 -0.27 -0.40 0.41 0.098
H 13.56730 7.87092 12.43418 -0.88 -0.53 -1.21 0.113
H 12.15741 5.93856 9.03652 0.17 1.76 0.84 0.011
O 6.78887 9.88727 8.03847 0.67 0.46 0.82 0.126
C 6.89241 9.18427 6.94465 0.68 -1.32 -2.42 -0.520
O 6.00712 9.09599 6.11843 -0.56 0.13 0.65 0.065
C 8.18256 8.46632 6.60704 1.12 1.29 1.01 -0.042
C 8.32547 7.49752 5.63461 -0.12 -0.08 -0.06 -0.017
N 9.61800 7.22045 5.49868 -0.06 0.26 1.22 0.027
N 10.36943 7.87651 6.37703 -0.39 1.63 0.00 -0.035
C 9.55429 8.73443 7.02280 -0.65 -1.38 -0.38 -0.112
C 10.17931 9.68404 8.03927 1.80 -1.30 -0.74 -0.579
O 9.46442 10.41785 8.70033 -0.88 0.44 0.39 0.037
O 11.47598 9.58413 8.10525 -1.52 0.40 -0.04 -0.243
H 7.71036 10.01265 8.39602 -0.06 0.20 0.24 0.087
H 7.62444 6.91554 5.07432 -0.40 0.21 -0.23 0.134
H 10.03154 6.54520 4.87432 0.38 -0.82 -0.48 -0.005
S 10.75664 4.67359 3.49980 -0.32 0.06 -0.07 -0.262
Sb 12.75289 5.16875 4.47937 0.63 0.31 -0.42 -0.301
S 12.44163 5.20420 6.79415 -0.20 -0.69 1.04 -0.181
S 13.31099 7.44674 4.19804 -0.05 0.39 0.28 -0.276
S 14.64293 3.98199 4.02960 0.10 -0.25 -0.13 -0.305
C 17.12026 7.18580 4.24310 0.03 1.17 1.61 -0.048
N 16.79006 7.28802 5.67240 0.68 0.10 0.16 -0.183
C 17.04120 6.07909 6.49086 -0.49 -0.54 -0.26 -0.034
C 16.05742 8.28383 6.13144 0.80 -0.63 0.18 -0.378
N 15.48853 9.15785 6.64667 -0.44 0.02 -0.36 0.080
H 18.18435 7.37041 4.06792 -0.10 -0.28 -0.01 0.086
H 16.51538 7.90417 3.75849 -0.45 0.81 -0.84 0.060
H 16.74252 6.25280 3.98361 -0.19 -1.86 -1.10 0.024
H 17.96649 5.51490 6.14686 -1.34 0.80 -0.01 0.106
H 16.11029 5.44942 6.47538 1.08 0.16 -0.15 0.078
H 17.22705 6.37539 7.50496 -0.02 0.23 0.60 0.070
```
Forces are in eV/Å.

The charge is -2. The calculation puts the total energy at -83744.7715 eV.

=====

DFT (ωB97M-V/def2-TZVPD) results for C20H24N3NiO3 as an isolated structure.

Structure (XYZ):
```
51
Properties=species:S:1:pos:R:3:forces:R:3:lowdin_charge:R:1
Ni 0.20416 0.49104 -0.19882 0.36 0.30 -0.01 0.276
O 1.53192 -0.71511 0.87382 -0.07 -0.03 -0.16 -0.104
C 1.28730 -1.40378 1.91563 0.11 -0.08 0.09 -0.393
C 2.14191 -2.49890 2.25829 0.03 0.01 -0.05 -0.038
C 1.92001 -3.31082 3.34226 0.04 -0.07 0.04 -0.133
C 0.82931 -3.09866 4.19100 -0.02 0.06 -0.04 -0.145
C -0.00369 -2.03215 3.90803 0.00 -0.10 0.08 -0.086
C 0.20087 -1.17712 2.82439 -0.12 0.06 0.03 -0.090
C -0.68173 -0.02528 2.66152 0.14 -0.04 -0.10 -0.263
N -0.91004 0.65980 1.55889 -0.30 -0.12 0.03 0.084
C -1.78976 1.66617 1.88588 0.12 -0.02 0.05 -0.111
C -2.09487 1.59508 3.20768 -0.03 0.06 0.03 -0.105
N -1.38783 0.51575 3.69529 -0.03 0.06 -0.08 0.087
H 2.98666 -2.66486 1.59974 0.00 -0.01 0.00 0.101
H 2.60083 -4.13363 3.53593 0.00 -0.01 0.01 0.088
H 0.63386 -3.74877 5.03301 0.00 -0.01 0.01 0.077
H -0.86984 -1.87361 4.54465 -0.01 0.01 0.00 0.093
H -2.09736 2.38386 1.14465 -0.05 0.03 -0.04 0.096
H -2.71077 2.20735 3.84142 -0.03 0.01 -0.01 0.092
H -1.32005 0.23154 4.65383 0.03 -0.01 0.01 0.134
O -1.74973 2.80396 -1.33509 -0.11 0.07 0.02 -0.129
C -2.52669 1.72221 -1.78118 -0.10 -0.12 0.00 -0.315
C -2.19835 1.33247 -3.22287 0.01 0.07 0.04 -0.175
C -0.77624 0.78332 -3.38129 0.05 0.03 -0.02 -0.149
C -0.62217 -0.64814 -2.96166 0.08 -0.16 -0.02 -0.255
C -0.85583 -1.67373 -3.88053 0.04 0.04 0.15 -0.038
C -0.67685 -2.99060 -3.50162 0.01 -0.04 -0.03 -0.090
C -0.23969 -3.25977 -2.21037 -0.01 0.01 -0.06 -0.072
C -0.02578 -2.19698 -1.35567 -0.06 0.10 -0.07 -0.095
N -0.22781 -0.91703 -1.70686 -0.16 -0.15 0.09 0.085
H -0.86925 2.43960 -1.03001 0.16 0.04 -0.09 0.017
H -3.57822 2.02276 -1.71731 -0.01 0.00 -0.04 0.106
H -2.39813 0.85256 -1.12102 0.02 0.00 -0.03 0.095
H -2.29424 2.23075 -3.83869 -0.01 0.03 0.00 0.106
H -2.92792 0.60356 -3.59573 -0.02 -0.01 0.04 0.106
H -0.09480 1.38864 -2.77717 -0.03 -0.01 0.00 0.076
H -0.46608 0.85801 -4.42819 -0.05 0.00 0.00 0.111
H -1.17008 -1.41130 -4.88311 -0.01 -0.05 -0.02 0.107
H -0.86083 -3.79363 -4.20497 0.00 -0.02 0.00 0.095
H -0.06706 -4.26939 -1.86256 0.00 -0.01 -0.03 0.096
H 0.33249 -2.34114 -0.34448 -0.01 -0.03 0.00 0.099
C 2.50745 2.75121 1.20883 0.07 0.03 0.10 -0.149
O 1.32686 2.92087 0.45368 -0.11 0.00 -0.04 -0.231
C 1.13852 1.95763 -0.57860 0.15 0.09 0.20 -0.323
C 2.36588 1.92888 -1.48820 -0.02 -0.01 -0.12 -0.126
H 2.80280 1.69788 1.24296 -0.01 -0.01 -0.01 0.081
H 2.29538 3.07658 2.23081 0.01 0.05 -0.01 0.076
H 3.34429 3.35087 0.82445 -0.01 -0.05 0.01 0.066
H 3.11400 2.69802 -1.26661 -0.03 0.04 0.00 0.050
H 2.06863 2.06312 -2.53447 -0.01 -0.03 -0.01 0.047
H 2.85857 0.95092 -1.42958 0.00 -0.01 0.03 0.067
```
Forces are in eV/Å.

The charge is -1. The calculation puts the total energy at -72783.9883 eV. The energy relative to the best compared isomer or geometry (same formula, charge and spin) is 1.0060 eV.